# 1
Computed, not measured: C4H8N2 in the gas phase, with ωB97M-V with the def2-TZVPD basis set.

SMILES: C/N=C/[C@H]1CN1
Energy above the lowest of the compared OMol25 structures with the same formula, charge and spin (kcal/mol): 78.1
HOMO level (eV): -8.547
DFT total energy (a.u.): -266.59759

The geometry in XYZ format:
```
14
Properties=species:S:1:pos:R:3:lowdin_charge:R:1
C 2.09 -0.13 -0.09 -0.15
N 1.21 -1.20 0.31 0.03
C 0.83 -0.33 -0.81 -0.30
C -0.25 0.63 -0.54 -0.19
C -2.00 0.29 0.62 -0.15
N -0.63 0.77 0.66 -0.03
H 3.01 -0.40 -0.59 0.10
H 2.10 0.77 0.53 0.11
H 0.70 -0.91 1.15 0.09
H 0.73 -0.84 -1.76 0.14
H -0.84 1.01 -1.39 0.12
H -1.92 -0.81 0.56 0.09
H -2.63 0.60 -0.23 0.08
H -2.40 0.58 1.58 0.06
```

# 2
Computed, not measured: C4H8N2 in the gas phase, with ωB97M-V with the def2-TZVPD basis set.

Energy above the lowest of the compared OMol25 structures with the same formula, charge and spin (kcal/mol): 106.1
HOMO level (spin up / spin down) (eV): -7.138 / -7.137
DFT total energy (a.u.): -266.55293

The geometry in XYZ format:
```
14
Properties=species:S:1:pos:R:3:lowdin_charge:R:1
C 0.45 1.90 -0.20 -0.04
C 0.24 0.61 0.52 -0.52
N -0.21 -2.07 -0.70 0.07
C -0.96 -0.19 0.70 0.00
C -0.56 -0.73 -0.52 -0.26
N 0.92 0.20 1.59 0.06
H 1.68 -0.41 1.31 0.05
H -0.67 -2.72 -0.07 0.08
H -0.33 -2.42 -1.64 0.08
H -1.32 -0.67 1.60 0.10
H -0.82 -0.18 -1.42 0.13
H 1.22 1.78 -0.97 0.08
H 0.81 2.66 0.50 0.09
H -0.47 2.24 -0.68 0.08
```

# 3
Computed, not measured: C4H8N2 in the gas phase, with ωB97M-V with the def2-TZVPD basis set.

SMILES: CN1C=NCC1
Energy above the lowest of the compared OMol25 structures with the same formula, charge and spin (kcal/mol): 39.5
HOMO level (eV): -8.145
DFT total energy (a.u.): -266.65900

The geometry in XYZ format:
```
14
Properties=species:S:1:pos:R:3:lowdin_charge:R:1
C 1.47 -1.31 0.42 -0.06
C -0.14 0.98 0.58 -0.15
C -1.43 1.18 -0.08 -0.20
C -0.32 -0.49 -1.10 -0.27
H 1.10 -2.18 -0.25 0.11
H 2.46 -1.19 0.12 0.04
H 1.37 -1.50 1.53 0.10
H 0.47 1.84 0.22 0.12
H -0.25 0.87 1.66 0.11
H -2.35 0.96 0.53 0.12
H -1.60 2.09 -0.56 0.08
H 0.03 -1.18 -1.80 0.10
N 0.53 -0.27 -0.01 -0.14
N -1.34 0.20 -1.24 0.04
```

# 4
Computed, not measured: a molecular structure, C4H8N2, with ωB97M-V with the def2-TZVPD basis set.

Energy above the lowest of the compared OMol25 structures with the same formula, charge and spin (kcal/mol): 64.0
HOMO level (eV): -8.342
DFT total energy (a.u.): -266.62002

The geometry in XYZ format:
```
14
Properties=species:S:1:pos:R:3:lowdin_charge:R:1
C -0.54 0.87 -1.34 -0.21
N -1.24 1.13 -0.05 -0.03
C 0.04 1.46 0.48 -0.18
C 0.74 1.31 -0.66 -0.09
C 0.66 -1.81 1.18 -0.13
N -0.44 -1.86 0.57 0.02
H -0.91 1.51 -2.14 0.10
H -0.59 -0.17 -1.65 0.09
H -1.63 0.28 0.36 0.08
H 0.25 1.78 1.49 0.10
H 1.74 1.55 -1.00 0.08
H 0.77 -1.12 2.03 0.06
H 1.55 -2.42 0.94 0.07
H -0.39 -2.53 -0.20 0.05
```

Quick rundown of largest force on an atom, same order as above: 1.16; 1.82; 4.16; 0.35 eV Å⁻¹